Record 1
Below is a cluster of 4 separate species, C36H69N4O7Si in total at a distorted geometry, with properties calculated with the ωB97M-V functional and the def2-TZVPD basis.

```
! wB97M-V def2-TZVPD RIJCOSX def2/J DEFGRID3
* xyz 1 1
C -5.42 4.57 1.62
O -5.51 5.41 0.49
C -5.02 4.85 -0.70
C -6.09 4.04 -1.44
C -5.91 2.54 -1.21
C -5.05 1.88 -2.29
C -4.29 0.69 -1.71
C -5.25 -0.31 -1.06
C -4.75 -1.75 -1.07
C -3.54 -2.02 -0.15
C -2.21 -2.31 -0.90
C -1.18 -1.19 -0.80
C -0.15 -1.45 0.29
C 0.68 -0.22 0.54
N 1.81 0.00 -0.44
C 2.10 1.27 -0.46
N 2.36 1.88 -1.66
N 2.19 1.94 0.70
C 1.24 3.03 0.84
C 0.42 3.10 1.91
C -0.40 4.17 2.00
N -0.49 5.16 1.16
C 0.31 5.07 0.11
C 1.16 4.04 -0.05
C 2.29 1.03 1.86
C 1.24 -0.07 1.93
Si 2.03 -1.61 2.77
C 2.59 -2.96 1.59
C 3.56 -1.16 3.79
C 0.77 -2.23 4.00
H -4.62 3.85 1.53
H -5.19 5.20 2.47
H -6.35 4.05 1.83
H -4.14 4.23 -0.54
H -4.71 5.68 -1.32
H -6.06 4.29 -2.49
H -7.04 4.35 -1.03
H -6.85 2.03 -1.14
H -5.40 2.41 -0.27
H -5.68 1.52 -3.08
H -4.32 2.60 -2.64
H -3.69 1.10 -0.91
H -3.69 0.22 -2.46
H -6.15 -0.27 -1.65
H -5.44 0.00 -0.05
H -5.57 -2.32 -0.66
H -4.59 -2.12 -2.07
H -3.44 -1.18 0.52
H -3.78 -2.92 0.39
H -1.78 -3.25 -0.57
H -2.46 -2.42 -1.95
H -1.66 -0.23 -0.65
H -0.63 -1.11 -1.74
H 0.46 -2.28 -0.04
H -0.70 -1.67 1.20
H 0.01 0.62 0.39
H 1.52 -0.23 -1.39
H 3.30 2.17 -1.85
H 1.64 2.08 -2.32
H 0.43 2.36 2.67
H -1.06 4.20 2.85
H 0.30 5.86 -0.62
H 1.80 4.03 -0.91
H 2.39 1.57 2.78
H 3.24 0.53 1.71
H 0.39 0.19 2.55
H 3.06 -2.55 0.71
H 3.35 -3.54 2.09
H 1.77 -3.60 1.32
H 3.46 -1.62 4.76
H 4.46 -1.56 3.34
H 3.70 -0.10 3.91
H 0.57 -1.40 4.65
H 1.18 -3.02 4.62
H -0.17 -2.51 3.54
O 4.35 -4.51 -0.29
C 4.79 -4.01 -1.29
O 4.11 -3.04 -1.94
C 4.74 -2.31 -2.99
C 4.68 -3.03 -4.32
C 6.10 -4.48 -1.89
H 5.77 -2.06 -2.72
H 4.20 -1.36 -3.06
H 5.21 -3.98 -4.29
H 5.12 -2.42 -5.11
H 3.65 -3.24 -4.59
H 5.90 -5.35 -2.51
H 6.76 -4.77 -1.08
H 6.61 -3.72 -2.47
O 1.31 0.59 5.41
C 1.97 1.19 6.22
O 1.92 0.80 7.50
C 2.78 1.31 8.52
C 2.24 2.60 9.12
C 2.78 2.41 5.85
H 3.80 1.42 8.15
H 2.80 0.54 9.29
H 2.19 3.40 8.38
H 2.88 2.93 9.94
H 1.23 2.44 9.50
H 2.12 3.28 5.86
H 3.17 2.27 4.85
H 3.63 2.60 6.50
O 1.52 -1.95 -5.37
C 0.50 -2.31 -5.91
O 0.29 -3.62 -6.06
C -0.95 -4.17 -6.52
C -1.03 -4.20 -8.03
C -0.48 -1.32 -6.48
H -1.80 -3.65 -6.07
H -0.97 -5.19 -6.13
H -1.00 -3.20 -8.46
H -1.95 -4.68 -8.36
H -0.19 -4.75 -8.44
H -0.15 -1.04 -7.48
H -0.48 -0.44 -5.85
H -1.50 -1.69 -6.53
*
```

Values from the calculation:
Largest force on an atom: 2.4 eV Å⁻¹
Kohn-Sham gap: 8.0 eV
Total energy: -66615.61177 eV
HOMO level: -11.096 eV

***

Record 2
Below is a cluster of 11 separate species, C36H70N10O8 in total at a distorted geometry, with properties calculated with the ωB97M-V functional and the def2-TZVPD basis.

```
! wB97M-V def2-TZVPD RIJCOSX def2/J DEFGRID3
* xyz -1 2
C 4.17 0.25 -5.69
C 3.07 1.03 -4.95
O 2.75 2.13 -5.29
C 2.43 0.29 -3.78
H 4.69 0.75 -6.51
H 3.65 -0.63 -6.05
H 4.97 -0.16 -5.07
H 1.77 -0.49 -4.16
H 1.85 1.05 -3.25
H 3.18 0.03 -3.04
C -3.08 2.72 -3.90
C -1.84 2.07 -4.55
O -1.85 1.41 -5.55
N -0.66 2.32 -3.99
C -0.27 3.26 -2.95
H -3.41 2.06 -3.10
H -3.85 2.80 -4.66
H -2.82 3.65 -3.38
H 0.13 2.00 -4.53
H -0.75 3.02 -2.00
H -0.55 4.29 -3.16
H 0.80 3.10 -2.82
C -1.88 -0.41 3.46
C -2.48 0.65 4.36
O -2.05 1.80 4.35
N -3.63 0.37 5.03
C -4.53 1.27 5.77
H -0.96 -0.04 3.01
H -2.61 -0.62 2.68
H -1.66 -1.37 3.93
H -4.08 -0.46 4.67
H -5.45 1.50 5.23
H -4.07 2.24 5.91
H -4.73 0.94 6.79
C -1.96 -4.62 2.59
C -0.87 -3.75 2.02
O -1.15 -2.80 1.33
N 0.35 -4.17 2.29
C 1.57 -3.61 1.66
H -2.26 -5.28 1.78
H -2.77 -4.03 3.03
H -1.52 -5.27 3.35
H 0.50 -4.93 2.94
H 1.86 -4.15 0.75
H 2.38 -3.82 2.35
H 1.54 -2.56 1.39
C 1.29 0.36 1.32
C 0.75 0.32 -0.10
O 0.62 1.28 -0.88
N 0.24 -0.89 -0.42
C -0.40 -1.31 -1.73
H 0.99 1.28 1.83
H 2.38 0.32 1.28
H 0.87 -0.43 1.93
H -0.07 -1.44 0.37
H 0.36 -1.52 -2.49
H -0.94 -0.41 -2.01
H -1.06 -2.17 -1.62
C -3.74 -4.23 -0.49
C -3.80 -5.58 -1.12
O -2.84 -6.36 -0.95
N -4.94 -5.95 -1.74
C -5.24 -7.27 -2.28
H -4.26 -3.47 -1.07
H -2.71 -3.87 -0.42
H -4.11 -4.30 0.54
H -5.73 -5.33 -1.65
H -4.46 -7.98 -1.98
H -5.28 -7.36 -3.36
H -6.10 -7.60 -1.70
C 2.91 3.41 -0.01
C 3.89 4.53 0.01
O 3.62 5.59 -0.60
N 5.03 4.38 0.70
C 6.05 5.41 0.99
H 1.99 3.64 0.52
H 3.29 2.47 0.40
H 2.67 3.26 -1.06
H 5.09 3.47 1.14
H 5.88 6.23 0.29
H 7.01 4.93 0.89
H 6.07 5.93 1.95
C -2.11 2.51 1.08
C -3.11 1.68 0.30
O -4.26 2.05 0.14
N -2.73 0.50 -0.05
C -3.61 -0.48 -0.76
H -1.46 1.82 1.63
H -2.54 3.23 1.78
H -1.40 3.08 0.49
H -1.73 0.35 -0.14
H -3.22 -0.69 -1.75
H -4.58 -0.07 -1.02
H -3.65 -1.36 -0.12
N 3.54 0.05 5.59
C 3.07 -0.83 4.62
C 1.70 -0.91 4.77
C 1.28 -0.06 5.75
C 2.42 0.42 6.34
H 4.53 0.11 5.81
H 3.83 -1.29 4.01
H 1.08 -1.59 4.20
H 0.26 0.12 6.05
H 2.41 1.02 7.25
N 0.99 -1.21 -7.70
C 1.81 -2.25 -7.63
C 1.60 -2.97 -6.46
C 0.72 -2.23 -5.75
C 0.27 -1.20 -6.58
H 0.97 -0.47 -8.39
H 2.49 -2.31 -8.47
H 2.06 -3.88 -6.11
H 0.38 -2.40 -4.73
H -0.44 -0.40 -6.40
N 1.82 2.58 4.25
C 2.93 3.41 4.39
C 2.80 4.51 3.56
C 1.57 4.48 2.97
C 1.01 3.29 3.46
H 1.63 1.71 4.71
H 3.72 3.05 5.03
H 3.48 5.34 3.44
H 1.23 5.26 2.31
H 0.00 2.91 3.38
*
```

Values from the calculation:
Largest force on an atom: 4.5 eV Å⁻¹
Expectation value of S²: 0.750
Kohn-Sham gap (spin up / spin down): 2.0 / 8.0 eV
Total energy: -69748.32764 eV
HOMO level (spin up / spin down): 0.229 / -5.819 eV

***

Record 3
Below is a cluster of 5 separate species, C36H72Br2F4N5O5 in total at a distorted geometry, with properties calculated with the ωB97M-V functional and the def2-TZVPD basis.

```
! wB97M-V def2-TZVPD RIJCOSX def2/J DEFGRID3
* xyz 1 1
C -1.72 -4.20 3.51
C -0.62 -4.08 2.43
C -0.21 -2.61 2.10
C -1.43 -1.66 2.13
C -1.25 -0.45 1.18
C -2.19 0.73 1.43
C -3.71 0.54 1.06
C -4.03 -0.64 0.16
C -3.60 -0.59 -1.16
C -3.85 -1.67 -1.99
C -4.50 -2.76 -1.50
C -4.74 -3.95 -2.44
O -3.94 -3.85 -3.60
C -2.72 -4.45 -3.51
F -2.28 -4.60 -2.25
F -1.84 -3.68 -4.16
F -2.70 -5.65 -4.11
N -4.95 -2.78 -0.23
C -5.62 -3.99 0.19
Br -4.38 -5.37 0.71
C -6.94 -4.17 0.19
C -7.90 -3.09 -0.26
Br -7.60 -5.88 0.73
C -4.73 -1.73 0.62
C -5.27 -1.81 2.04
F -4.28 -1.55 2.98
C -6.45 -0.82 2.34
C -7.00 0.00 1.15
H -1.46 -3.71 4.46
H -2.71 -3.89 3.16
H -1.82 -5.27 3.75
H 0.23 -4.69 2.75
H -1.03 -4.54 1.51
H 0.58 -2.26 2.77
H 0.11 -2.64 1.05
H -1.61 -1.32 3.15
H -2.27 -2.24 1.73
H -1.25 -0.84 0.15
H -0.23 -0.07 1.36
H -2.16 1.01 2.49
H -1.82 1.59 0.85
H -4.02 1.44 0.50
H -4.33 0.54 1.95
H -3.08 0.28 -1.55
H -3.48 -1.62 -3.01
H -5.78 -3.86 -2.78
H -4.66 -4.91 -1.93
H -8.87 -3.55 -0.45
H -7.50 -2.62 -1.16
H -8.00 -2.38 0.57
H -5.63 -2.81 2.28
H -7.23 -1.36 2.88
H -6.06 -0.08 3.06
H -7.98 0.38 1.44
H -7.14 -0.58 0.23
H -6.40 0.89 0.93
C 2.84 -0.72 -4.71
C 2.21 0.35 -3.82
C 1.77 -0.18 -2.45
O 0.56 -0.93 -2.46
C 0.72 -2.29 -2.82
N 1.09 0.96 -4.55
H 2.10 -1.40 -5.13
H 3.36 -0.26 -5.54
H 3.57 -1.31 -4.15
H 2.97 1.11 -3.65
H 1.56 0.68 -1.81
H 2.57 -0.74 -1.95
H 1.66 -2.71 -2.46
H 0.63 -2.41 -3.90
H -0.10 -2.85 -2.36
H 0.73 1.74 -4.00
H 0.33 0.29 -4.55
C 5.80 3.45 0.90
C 5.21 2.64 -0.25
C 3.69 2.80 -0.39
O 2.93 2.07 0.56
C 2.77 2.67 1.82
N 5.60 1.23 -0.09
H 5.60 3.00 1.87
H 6.89 3.51 0.79
H 5.41 4.47 0.90
H 5.66 3.01 -1.18
H 3.40 2.39 -1.36
H 3.40 3.85 -0.40
H 2.69 3.76 1.76
H 3.59 2.38 2.49
H 1.84 2.29 2.26
H 5.29 0.71 -0.90
H 5.05 0.85 0.68
C 2.77 -1.57 6.11
C 3.33 -1.32 4.71
C 4.50 -0.33 4.70
O 4.13 1.03 4.83
C 3.92 1.46 6.16
N 2.24 -0.89 3.82
H 2.15 -0.74 6.46
H 2.13 -2.46 6.11
H 3.57 -1.74 6.83
H 3.71 -2.28 4.34
H 4.99 -0.41 3.72
H 5.27 -0.59 5.44
H 4.60 0.97 6.86
H 2.88 1.29 6.47
H 4.10 2.54 6.20
H 2.60 -0.82 2.88
H 2.01 0.07 4.07
C 3.96 6.74 -5.03
C 4.21 5.86 -3.81
C 3.51 4.50 -3.88
O 2.12 4.53 -3.61
C 1.32 4.90 -4.72
N 3.83 6.61 -2.60
H 2.96 7.18 -5.02
H 4.67 7.57 -5.05
H 4.08 6.18 -5.95
H 5.29 5.67 -3.76
H 3.94 3.86 -3.10
H 3.71 4.00 -4.84
H 1.72 4.52 -5.66
H 1.20 5.98 -4.77
H 0.33 4.47 -4.58
H 4.09 6.06 -1.78
H 2.81 6.63 -2.56
*
```

Values from the calculation:
Largest force on an atom: 1.7 eV Å⁻¹
Kohn-Sham gap: 6.4 eV
Total energy: -207134.19351 eV
HOMO level: -10.583 eV

***

Record 4
Below is a cluster of 8 separate species, C36H72F9N3O8 in total at a distorted geometry, with properties calculated with the ωB97M-V functional and the def2-TZVPD basis.

```
! wB97M-V def2-TZVPD RIJCOSX def2/J DEFGRID3
* xyz 1 2
C -0.49 -3.53 -5.69
C 0.50 -4.64 -6.23
N 1.79 -4.77 -5.44
C 1.57 -5.02 -4.06
C 1.22 -6.51 -3.86
C 2.75 -5.70 -6.10
C 3.30 -4.99 -7.32
H -0.46 -3.57 -4.60
H -1.51 -3.71 -6.03
H -0.14 -2.53 -5.94
H -0.06 -5.56 -6.35
H 0.71 -4.30 -7.25
H 2.59 -4.80 -3.74
H 0.89 -4.37 -3.49
H 2.06 -7.19 -3.73
H 0.55 -6.59 -3.00
H 0.57 -6.87 -4.66
H 2.35 -6.66 -6.44
H 3.66 -5.91 -5.54
H 4.34 -5.19 -7.55
H 3.25 -3.92 -7.12
H 2.74 -5.32 -8.19
C -0.27 5.25 1.95
C 0.68 5.21 3.15
N 0.33 4.01 3.95
C 1.62 3.51 4.66
C 2.38 2.73 3.63
C -0.72 4.13 4.99
C -1.28 2.83 5.57
H -0.10 4.34 1.38
H -0.04 6.12 1.33
H -1.35 5.18 2.08
H 1.70 5.25 2.76
H 0.43 6.10 3.73
H 2.32 4.24 5.06
H 1.39 2.84 5.49
H 3.21 2.19 4.09
H 1.82 1.91 3.17
H 2.87 3.39 2.91
H -1.56 4.72 4.63
H -0.42 4.78 5.81
H -2.01 2.93 6.37
H -0.43 2.22 5.88
H -1.82 2.25 4.81
C -6.77 -1.90 5.07
C -5.42 -1.32 5.40
N -4.91 -0.53 4.25
C -3.45 -0.23 4.42
C -2.52 -1.40 4.03
C -5.72 0.67 4.04
C -5.43 1.32 2.76
H -7.57 -1.17 4.94
H -7.17 -2.52 5.87
H -6.85 -2.43 4.12
H -5.51 -0.69 6.29
H -4.69 -2.09 5.61
H -3.30 0.60 3.73
H -3.26 0.14 5.42
H -1.46 -1.20 4.07
H -2.58 -2.19 4.78
H -2.74 -1.73 3.01
H -5.58 1.32 4.91
H -6.76 0.38 4.11
H -6.13 2.10 2.46
H -5.54 0.54 2.02
H -4.39 1.65 2.70
C -0.89 1.38 0.27
C -0.02 0.62 1.28
O 0.30 -0.68 0.76
C 1.42 -0.90 -0.09
O 2.27 -0.06 -0.46
C 1.46 -2.37 -0.53
F 2.14 -3.09 0.37
F 0.19 -2.82 -0.65
F 2.03 -2.48 -1.69
H -1.30 2.29 0.71
H -1.83 0.94 -0.06
H -0.41 1.73 -0.64
H -0.52 0.45 2.23
H 0.91 1.11 1.57
C 5.42 -2.41 -4.15
C 4.51 -1.76 -3.07
O 5.40 -1.10 -2.22
C 5.37 -1.42 -0.91
O 4.87 -2.45 -0.42
C 6.21 -0.39 0.03
F 7.35 -0.98 0.29
F 6.36 0.74 -0.63
F 5.61 -0.16 1.24
H 5.91 -3.28 -3.72
H 6.20 -1.69 -4.41
H 4.94 -2.77 -5.06
H 3.83 -2.50 -2.65
H 3.89 -0.99 -3.53
C 2.58 3.98 -1.14
C 3.67 3.14 -0.52
O 4.90 3.82 -0.80
C 5.93 3.75 0.07
O 5.93 3.05 1.12
C 7.18 4.52 -0.33
F 7.83 4.97 0.74
F 7.87 3.64 -1.10
F 6.90 5.53 -1.21
H 1.66 3.42 -0.97
H 2.71 4.12 -2.21
H 2.39 4.92 -0.63
H 3.74 2.09 -0.81
H 3.47 3.10 0.55
C -2.31 -1.89 -0.85
C -3.69 -1.47 -1.26
O -3.87 -0.38 -1.77
C -4.88 -2.45 -1.05
H -2.13 -2.92 -1.15
H -2.10 -1.81 0.22
H -1.63 -1.32 -1.48
H -4.46 -3.43 -0.79
H -5.38 -2.60 -2.01
H -5.53 -2.10 -0.25
C -4.42 2.76 -0.14
C -4.19 3.10 -1.66
O -3.18 3.75 -1.89
C -5.05 2.56 -2.81
H -4.96 3.52 0.42
H -3.41 2.77 0.26
H -4.79 1.74 -0.03
H -4.57 2.96 -3.70
H -6.06 2.95 -2.94
H -4.94 1.47 -2.83
*
```

Values from the calculation:
Largest force on an atom: 5.0 eV Å⁻¹
Expectation value of S²: 0.754
Kohn-Sham gap (spin up / spin down): 7.3 / 2.4 eV
Total energy: -83795.83095 eV
HOMO level (spin up / spin down): -9.846 / -9.846 eV